[1]
{
  "formula": "C7H14O2",
  "method": "the ωB97M-V functional and the def2-TZVPD basis",
  "multiplicity": 1,
  "e_above_lowest_ev": 2.895,
  "e_homo_ha": -0.3457,
  "smiles": "C/C=C(\\C)CCC=O.O",
  "elements": ["C", "C", "C", "C", "C", "C", "C", "O", "H", "H", "H", "H", "H", "H", "H", "H", "H", "H", "H", "H", "O", "H", "H"],
  "coordinates": [[-1.3368, -0.2088, -2.8121], [-1.0173, -0.5999, -1.4287], [-0.5642, 0.1490, -0.4730], [-0.3915, 1.7169, -0.7160], [-0.0394, -0.3927, 0.7268], [1.3924, 0.1317, 0.9074], [2.4360, -0.9066, 1.2887], [3.4385, -1.1231, 0.6839], [-2.1028, -0.8473, -3.1598], [-1.4836, 0.8682, -2.8446], [-0.4021, -0.5448, -3.4193], [-1.2776, -1.6336, -1.3916], [0.7007, 1.9560, -0.6039], [-0.7093, 2.0686, -1.6266], [-0.9201, 2.1648, 0.0415], [-0.6699, -0.2985, 1.6744], [0.1558, -1.5143, 0.5651], [1.4768, 0.8196, 1.6803], [1.6489, 0.7109, -0.1002], [2.1556, -1.6635, 2.1127], [-2.9752, 0.7539, 1.7619], [-3.0779, 0.5109, 0.8337], [-2.0755, 1.0194, 1.7126]]
}

***

[2]
{
  "formula": "C7H14O2",
  "method": "the ωB97M-V functional and the def2-TZVPD basis",
  "multiplicity": 1,
  "e_above_lowest_ev": 1.680,
  "e_homo_ha": -0.3509,
  "elements": ["C", "C", "C", "C", "C", "C", "C", "O", "O", "H", "H", "H", "H", "H", "H", "H", "H", "H", "H", "H", "H", "H", "H"],
  "coordinates": [[0.9124, 0.0162, -0.1499], [-1.3090, 0.2252, 0.9864], [-0.1017, 0.9971, 0.5433], [2.2492, 0.0412, 0.5915], [1.1159, 0.3629, -1.6238], [-2.5856, 0.4459, 0.2290], [0.2343, -1.3631, 0.0638], [-0.7750, -1.4766, -0.9708], [-0.3888, -1.3884, 1.2566], [-1.3544, -2.1906, -0.6733], [-1.4762, 0.2258, 2.0611], [0.9633, -2.1865, -0.0578], [-0.3853, 1.7929, -0.1536], [0.3736, 1.4252, 1.4193], [2.1048, -0.2259, 1.6395], [1.7805, -0.3610, -2.0943], [2.6978, 1.0358, 0.5329], [2.9494, -0.6669, 0.1418], [1.5572, 1.3548, -1.7230], [0.1725, 0.3503, -2.1640], [-2.4201, 0.5106, -0.8427], [-3.3144, -0.3336, 0.4433], [-3.0003, 1.4091, 0.5447]]
}

***

[3]
{
  "formula": "C7H14OPPtS",
  "method": "the ωB97M-V functional and the def2-TZVPD basis",
  "multiplicity": 3,
  "e_above_lowest_ev": 0.000,
  "e_homo_ha": [0.0220, -0.1660],
  "total_charge": -1,
  "elements": ["C", "C", "C", "C", "C", "Pt", "P", "H", "H", "H", "H", "H", "H", "H", "H", "C", "S", "C", "O", "H", "H", "H", "H", "H", "H"],
  "coordinates": [[0.5156, 0.9131, -3.4624], [-0.6339, 0.1171, -3.3542], [-0.2982, -1.1192, -2.7151], [1.1016, -1.1234, -2.4143], [1.6676, 0.0954, -2.8187], [-0.4242, 1.7614, 1.3738], [-0.6090, 3.8128, 1.3550], [0.6321, 1.9031, -3.8942], [-1.6261, 0.3985, -3.7005], [-0.9915, -1.9305, -2.4962], [2.6915, 0.4441, -2.7202], [1.6428, -1.9421, -1.9452], [-1.5767, 4.3467, 2.2496], [-0.9922, 4.3506, 0.0945], [0.5727, 4.5396, 1.6753], [-0.1997, -0.9604, 3.4967], [0.4673, -0.9695, 1.7958], [-0.0426, -2.6612, 1.3407], [-0.5613, -0.1440, 0.9171], [0.3456, -1.7347, 4.0488], [-1.2696, -1.2024, 3.4531], [-0.0313, 0.0219, 3.9475], [-0.7043, -3.0486, 2.1235], [-0.5481, -2.6075, 0.3720], [0.8717, -3.2607, 1.2777]]
}